134
Properties=species:S:1:pos:R:3:forces:R:3:mulliken_charge:R:1 method="wB97M-V/def2-TZVPD" total_charge=0 homo_energy_ev=-9.5 smiles=CCCCOB(CCCCCCCCOC)[C@H](Br)CC.CCCCCC.CCCCCC.CCCCCC.CCCCCC total_energy_ha=-4327.4550
C 4.427484 2.535500 2.199431 0.00 -0.13 -0.03 -1.08
C 2.919568 2.349552 2.356891 0.18 -0.17 -0.07 -0.44
C 2.083327 3.394104 1.637495 -0.06 0.18 -0.01 -0.24
C 2.207779 3.340447 0.117675 -0.18 -0.18 0.10 -0.55
O 1.098047 3.993063 -0.493051 -0.25 0.02 0.06 -0.87
B -0.128885 3.417844 -0.659616 0.26 -0.05 0.07 0.59
C -0.456946 1.885182 -0.405909 0.25 -0.01 -0.20 -0.47
C 0.174528 0.991561 -1.522618 -0.11 -0.20 0.18 0.07
C -0.670143 -0.230895 -1.936239 0.02 0.13 0.14 -1.25
C -0.542968 -1.459900 -1.024588 0.23 0.18 -0.19 -0.86
C -1.091347 -1.320172 0.389534 -0.10 -0.02 0.13 0.04
C -1.400437 -2.675057 1.029428 0.13 0.10 0.11 0.17
C -2.081642 -2.557180 2.401670 -0.07 0.11 -0.01 -0.76
C -3.536924 -2.999463 2.364296 -0.05 0.08 0.04 -0.89
O -4.310331 -2.197518 1.485415 -0.09 -0.09 -0.02 -0.28
C -4.694288 -0.941293 2.006201 0.01 0.09 0.01 -0.71
C -1.253763 4.421233 -1.175860 -0.10 -0.11 0.34 -0.24
Br -0.810930 4.771589 -3.048670 0.07 0.03 -0.21 -0.21
C -1.367191 5.718466 -0.376496 0.09 0.12 -0.09 -0.42
C -2.258721 5.542841 0.865643 0.05 -0.02 0.12 -1.16
H 4.963015 1.817776 2.824826 0.05 0.08 -0.02 0.20
H 4.748278 3.543322 2.474791 -0.05 -0.04 0.05 0.38
H 4.743299 2.356401 1.168123 -0.02 0.05 0.03 0.29
H 2.648981 2.338744 3.416517 0.06 0.05 -0.04 0.40
H 2.650087 1.362288 1.959748 -0.03 0.02 0.10 0.10
H 2.351704 4.400648 1.977627 -0.06 -0.06 0.03 0.43
H 1.033529 3.240039 1.903750 0.00 0.03 -0.08 0.20
H 3.113656 3.845887 -0.220585 -0.10 0.03 -0.05 0.41
H 2.262106 2.306479 -0.227500 -0.01 -0.12 0.03 0.16
H -0.109630 1.553941 0.577263 0.04 -0.01 -0.01 0.05
H -1.540469 1.733772 -0.404575 0.03 0.05 -0.04 0.33
H 1.143386 0.611082 -1.183225 0.05 0.11 0.00 0.25
H 0.392513 1.599485 -2.407805 -0.14 -0.07 0.01 0.10
H -0.356883 -0.534717 -2.939035 -0.05 0.03 0.00 0.38
H -1.723534 0.066790 -2.005905 0.05 -0.03 -0.06 0.38
H 0.524157 -1.710811 -0.968599 -0.07 -0.15 -0.01 0.24
H -1.037337 -2.309802 -1.508772 0.01 0.09 -0.02 0.55
H -0.368032 -0.791059 1.020465 -0.09 0.05 0.00 0.14
H -2.005412 -0.715317 0.387318 0.00 -0.04 -0.05 0.00
H -0.469308 -3.238906 1.137819 -0.05 0.00 -0.14 -0.47
H -2.049453 -3.241671 0.352871 0.08 0.00 0.03 0.58
H -1.552817 -3.133184 3.167125 -0.04 -0.03 -0.05 0.47
H -2.051482 -1.510683 2.730176 0.03 -0.08 0.06 0.35
H -3.620702 -4.018465 1.977438 0.06 0.03 0.03 0.38
H -3.980758 -2.984303 3.369770 0.04 0.00 -0.05 0.42
H -4.253913 -0.129978 1.416678 0.01 -0.06 0.04 0.21
H -5.783218 -0.849752 1.956151 0.06 0.00 0.01 0.18
H -4.380181 -0.817489 3.048112 -0.03 -0.01 -0.05 0.42
H -2.222522 3.922223 -1.218687 0.01 0.12 -0.11 0.45
H -0.364356 6.028522 -0.074884 -0.03 0.04 -0.09 0.25
H -1.752329 6.513539 -1.017863 -0.09 -0.09 0.03 0.44
H -3.034398 6.307632 0.914952 0.02 -0.03 -0.02 0.36
H -2.761853 4.571682 0.868717 0.01 0.06 -0.01 0.30
H -1.682206 5.612714 1.789895 -0.02 -0.05 -0.03 0.27
C 2.139407 6.062623 -9.450795 -0.01 -0.01 0.01 -1.21
C 1.018367 5.458014 -8.612363 0.00 0.00 -0.01 -0.46
C 1.053487 5.885464 -7.145884 0.00 0.01 0.01 -0.44
C 2.323823 5.487615 -6.391529 0.01 0.01 0.01 -0.67
C 2.631734 3.990342 -6.400366 -0.02 0.01 0.00 -0.47
C 1.533902 3.149972 -5.757489 0.06 -0.02 -0.01 -0.82
H 3.122291 5.749949 -9.094647 0.00 0.00 0.00 0.28
H 2.058743 5.760817 -10.495825 -0.01 0.01 0.00 0.38
H 2.105896 7.153996 -9.414783 0.01 0.00 0.01 0.29
H 1.059028 4.367121 -8.682051 -0.01 0.00 0.01 0.22
H 0.054024 5.749818 -9.036365 0.00 0.00 -0.01 0.40
H 0.180222 5.471743 -6.634299 0.00 0.00 0.01 0.13
H 0.944405 6.973421 -7.091095 0.00 0.00 -0.01 0.40
H 2.224899 5.819860 -5.353106 0.01 -0.01 0.00 0.34
H 3.179939 6.030581 -6.801484 -0.01 0.01 -0.01 0.34
H 3.571095 3.828346 -5.864997 0.00 -0.02 0.00 0.36
H 2.806817 3.648567 -7.424815 0.00 0.02 -0.01 0.26
H 1.363340 3.469504 -4.727743 -0.03 -0.02 0.01 -0.03
H 1.800316 2.091798 -5.744634 0.01 0.00 0.01 0.41
H 0.588083 3.242658 -6.293838 -0.01 0.00 0.00 0.25
C 4.857315 -6.648033 1.951784 -0.02 0.00 -0.02 -1.30
C 3.856452 -5.585619 1.511373 -0.04 0.03 0.04 -0.41
C 2.863368 -5.187682 2.606199 0.15 0.14 0.02 0.15
C 1.976333 -6.319692 3.112892 -0.01 0.01 0.13 -0.97
C 1.155398 -7.010107 2.034025 -0.10 -0.07 -0.11 -0.65
C 0.215730 -6.063546 1.295159 -0.01 -0.05 0.00 -0.92
H 4.361376 -7.580667 2.225557 0.00 0.00 0.00 0.30
H 5.566930 -6.876442 1.155571 0.00 0.01 0.00 0.42
H 5.426976 -6.308536 2.819369 0.01 0.00 0.03 0.26
H 3.314571 -5.937517 0.628209 0.00 0.02 0.01 0.35
H 4.398458 -4.690236 1.194169 0.01 0.00 -0.01 0.30
H 2.235711 -4.369588 2.235303 0.03 -0.02 0.02 0.18
H 3.419181 -4.776107 3.457547 -0.04 -0.05 -0.10 0.05
H 1.295930 -5.910937 3.867172 -0.01 -0.01 0.01 0.40
H 2.584843 -7.064061 3.633231 0.02 0.00 -0.01 0.40
H 0.574954 -7.811221 2.498447 -0.02 -0.01 -0.03 0.39
H 1.820135 -7.496542 1.314304 0.00 -0.02 0.01 0.25
H -0.472331 -5.576606 1.991058 0.01 0.01 0.00 0.20
H -0.382704 -6.592690 0.552491 0.00 -0.01 0.01 0.45
H 0.765500 -5.279584 0.772006 0.00 -0.01 -0.01 0.14
C -11.033115 0.907826 0.595237 0.01 0.00 0.00 -1.23
C -9.603587 1.214119 0.162081 0.00 0.00 0.01 -0.14
C -9.310964 0.839935 -1.290232 0.00 0.00 -0.01 -0.70
C -9.477400 -0.646005 -1.615732 0.00 0.00 -0.01 -0.75
C -8.634160 -1.586411 -0.755675 0.01 0.00 0.00 -0.38
C -7.133274 -1.348309 -0.879558 0.00 -0.02 0.04 -0.98
H -11.252523 -0.159327 0.535286 0.00 0.00 0.00 0.28
H -11.210008 1.220858 1.624943 0.00 0.01 0.00 0.39
H -11.751686 1.430048 -0.040589 0.00 -0.01 -0.01 0.29
H -8.903568 0.698592 0.826327 0.01 0.00 -0.01 0.06
H -9.408945 2.281998 0.291494 0.00 0.00 0.01 0.36
H -8.295162 1.157304 -1.540282 0.00 -0.01 -0.01 0.31
H -9.974085 1.415111 -1.944384 0.00 0.00 0.01 0.39
H -9.217896 -0.800236 -2.667959 0.00 -0.01 0.00 0.36
H -10.530155 -0.926035 -1.522480 0.00 0.01 0.00 0.33
H -8.860360 -2.616668 -1.042303 0.01 0.00 0.01 0.38
H -8.931536 -1.495909 0.293442 -0.01 0.00 0.00 0.19
H -6.804566 -1.461298 -1.915285 0.00 0.02 0.00 0.34
H -6.566808 -2.054570 -0.270893 0.02 0.00 -0.02 0.24
H -6.858460 -0.343195 -0.553171 0.01 0.00 -0.01 0.26
C 8.047390 -3.166375 5.453840 0.00 0.00 -0.02 -1.26
C 7.891492 -2.160288 4.318491 0.01 -0.02 0.01 -0.47
C 6.910781 -1.032120 4.633575 -0.02 0.01 0.00 -0.55
C 5.477350 -1.488599 4.915902 0.00 0.00 -0.01 -1.04
C 4.831377 -2.307594 3.797578 -0.03 -0.05 0.11 0.36
C 4.721659 -1.551099 2.481898 -0.05 0.01 -0.04 -1.01
H 7.106658 -3.672684 5.676474 0.00 0.00 0.00 0.28
H 8.780222 -3.934108 5.203187 0.01 0.00 0.00 0.39
H 8.381810 -2.671330 6.368409 -0.01 0.00 0.01 0.31
H 7.578355 -2.681976 3.409552 -0.01 0.01 -0.01 0.20
H 8.865541 -1.720002 4.090568 0.00 -0.01 0.00 0.44
H 6.911853 -0.319129 3.804310 -0.01 0.00 0.00 0.15
H 7.275800 -0.478929 5.504858 0.00 0.00 0.00 0.46
H 4.862277 -0.601935 5.103675 -0.01 -0.01 0.00 0.40
H 5.453936 -2.070413 5.841276 0.01 0.00 0.00 0.40
H 3.829829 -2.611480 4.123554 0.10 0.04 -0.04 0.28
H 5.391475 -3.236099 3.641704 -0.02 0.02 0.02 -0.05
H 4.144350 -0.633594 2.621368 0.01 0.02 -0.05 0.03
H 4.220777 -2.150040 1.719136 -0.02 0.00 0.01 0.39
H 5.701242 -1.273560 2.089287 0.00 0.00 0.00 0.30